[1]
# C6H10O

A cluster of 2 separate species, C6H10O in total (ωB97M-V/def2-TZVPD, the OMol25 dataset).

Positions of all 17 atoms, in Å:
C -1.8293 -0.4020 0.7775
C -1.2389 0.1106 -0.5080
C -0.2603 1.1980 -0.2076
C 0.7905 0.4944 -0.6409
C 2.2246 -0.0634 0.7852
O 1.5565 -0.8220 1.4698
C -0.0183 -0.7165 -1.0397
H -0.9997 -0.5690 1.4793
H -2.5089 0.3464 1.1960
H -2.3585 -1.3397 0.6185
H -1.9660 0.3731 -1.2903
H 1.3669 1.1503 -1.2486
H -0.2961 2.2211 0.1489
H 2.9367 -0.4251 0.0154
H 2.4121 0.9963 1.0462
H 0.1310 -1.6557 -0.4891
H 0.0578 -0.8968 -2.1127

The LUMO energy comes out at 0.2 eV. The total charge is 0. Its spin multiplicity is 1.

---

[2]
# C6H10O

A cluster of 2 separate species, C6H10O in total (ωB97M-V/def2-TZVPD, the OMol25 dataset).

Positions of all 17 atoms, in Å:
C -0.3422 1.5285 -0.7433
C -1.5464 1.0337 -0.4003
C 1.9380 0.7758 -0.8346
C 0.8928 1.0901 -0.0311
C 0.8954 1.0708 1.4319
C 2.0099 1.0812 2.1506
H -0.3383 2.3677 -1.4371
H -2.3760 1.6820 -0.1447
H -1.5833 -0.0422 -0.2111
H 2.6006 -0.0538 -0.6007
H 1.9802 1.2049 -1.8355
H 0.0445 0.5000 1.8275
H 2.0341 0.6102 3.1263
H 2.9950 1.2202 1.6917
H -3.5594 -4.1072 -1.1397
H -2.7034 -5.1391 -1.8638
O -2.9417 -4.8227 -0.9859

The LUMO energy comes out at 0.3 eV. The total charge is 0. Its spin multiplicity is 1.

---

[3]
# C6H10O

A structure of composition C6H10O (ωB97M-V/def2-TZVPD, the OMol25 dataset).

Positions of all 17 atoms, in Å:
C 2.0597 0.3636 0.2332
C 0.5844 0.0969 0.0007
C -0.0385 -1.2447 0.4750
C -0.9118 -0.9106 -0.7310
C -1.7344 0.3010 -0.2647
C -0.5274 1.1636 0.2121
O 0.2512 -0.3075 -1.3600
H 2.3900 1.2635 -0.2936
H 2.6498 -0.4823 -0.1482
H 2.3091 0.4736 1.2995
H -0.4875 -1.3596 1.4687
H 0.6318 -2.0797 0.2481
H -1.3881 -1.6599 -1.3606
H -2.4328 0.0741 0.5526
H -2.3084 0.7339 -1.0927
H -0.3978 2.0068 -0.4823
H -0.6385 1.5510 1.2293

The LUMO energy comes out at 1.1 eV. The total charge is 0. Its spin multiplicity is 1.

---

[4]
# C6H10O

A cluster of 2 separate species, C6H10O in total (ωB97M-V/def2-TZVPD, the OMol25 dataset).

Positions of all 17 atoms, in Å:
C 0.1635 1.8194 -0.1439
C 0.1055 0.3658 0.3235
C -1.2784 -0.1054 0.8066
C -1.6165 -1.2694 -0.0924
C -0.6635 -1.5397 -0.9893
C 0.4536 -0.5788 -0.8341
O 1.4644 -0.5184 -1.5022
H -0.6152 2.0141 -0.8914
H 0.0155 2.5119 0.6913
H 1.1349 2.0242 -0.6040
H 0.8627 0.2094 1.1023
H -2.0352 0.6859 0.7218
H -1.2745 -0.4190 1.8579
H -2.5532 -1.8127 0.0035
H -0.6648 -2.3209 -1.7410
H 3.3977 -0.5576 0.9865
H 3.1036 -0.5089 0.3048

The LUMO energy comes out at 0.7 eV. The total charge is 0. Its spin multiplicity is 1.

---

[5]
# C6H10O

A cluster of 3 separate species, C6H10O in total (ωB97M-V/def2-TZVPD, the OMol25 dataset).

Positions of all 17 atoms, in Å:
O 2.3914 -0.8102 0.0094
C 1.1397 -0.2618 0.0563
C 0.0017 -1.2148 0.3848
C -1.3754 -0.5309 0.2011
C -1.2214 0.9009 -0.3036
C -0.2016 1.6872 0.2362
C 1.0348 1.0781 0.4353
H 2.3121 -1.7507 -0.1933
H 0.4524 -0.0241 -1.4265
H 0.1321 -1.5377 1.4253
H 0.0879 -2.1127 -0.2415
H -1.9057 -0.5090 1.1604
H -1.9992 -1.1045 -0.4921
H -0.3663 0.3869 -1.4774
H -2.1394 1.3803 -0.6393
H -0.2824 2.7713 0.2482
H 1.9393 1.6517 0.6167

The LUMO energy comes out at 0.9 eV. The total charge is 0. Its spin multiplicity is 1.

---

[6]
# C6H10O

The molecule C6H10O (ωB97M-V/def2-TZVPD, the OMol25 dataset).

Positions of all 17 atoms, in Å:
O -1.3927 1.9846 -0.3029
C -0.7042 0.7901 -0.1899
C 0.1970 0.6914 1.0426
C 1.1363 -0.4920 0.7512
C 1.2799 -0.5702 -0.7674
C -0.9461 -1.4132 -1.0495
C -1.5514 -0.3869 -0.4886
H -0.9408 2.6411 0.2402
H 0.1790 0.3675 -1.0080
H -0.3522 0.6036 1.9884
H 0.7745 1.6279 1.1034
H 0.6813 -1.4186 1.1013
H 2.0975 -0.3474 1.2609
H 2.0174 0.1919 -1.1171
H 1.5358 -1.5269 -1.2075
H -1.3915 -2.4035 -1.0595
H -2.6199 -0.3395 -0.2976

The LUMO energy (spin up / spin down) comes out at 0.1 / 0.1 eV. The total charge is 0. Its spin multiplicity is 1.

---

[7]
# C6H10O

The molecule C6H10O (ωB97M-V/def2-TZVPD, the OMol25 dataset).

Positions of all 17 atoms, in Å:
C -1.9297 -0.7385 0.3255
C -1.1348 0.5062 -0.0016
C 0.2090 0.8711 0.5535
C 0.0201 0.6062 -0.9466
C 0.9145 -0.6358 -0.8559
C 1.2570 -0.2407 0.6033
O 2.5423 0.3368 0.7199
H -2.5904 -0.5398 1.1766
H -1.2928 -1.5864 0.5945
H -2.5579 -1.0365 -0.5221
H -1.7624 1.3961 -0.0723
H 2.5126 1.1579 0.2084
H 0.3643 1.8030 1.0915
H 0.0324 1.3222 -1.7633
H 1.8070 -0.6142 -1.4866
H 0.4001 -1.5928 -1.0007
H 1.2087 -1.0151 1.3759

The LUMO energy comes out at 1.1 eV. The total charge is 0. Its spin multiplicity is 1.

---

[8]
# C6H10O

The molecule C6H10O (ωB97M-V/def2-TZVPD, the OMol25 dataset).

Positions of all 17 atoms, in Å:
C 2.0102 0.3711 -0.3695
C 0.8349 -0.2614 -1.0798
C 0.0577 -1.3607 -0.4164
C -0.5961 -0.0287 -0.6511
C -0.9650 0.8469 0.5226
C -1.9101 0.1868 1.5006
O -2.4833 -0.8586 1.3127
H 2.9242 -0.2008 -0.5637
H 1.8669 0.3856 0.7166
H 2.1804 1.4021 -0.7009
H 0.9732 -0.3623 -2.1550
H -0.2867 -2.2121 -0.9957
H 0.3209 -1.6051 0.6112
H -1.3248 -0.0085 -1.4585
H -1.4566 1.7721 0.1856
H -0.0891 1.1875 1.0906
H -2.0567 0.7460 2.4507

The LUMO energy comes out at 1.1 eV. The total charge is 0. Its spin multiplicity is 1.

---

Per-record E_tot, a.u.: -309.706961, -309.704803, -309.814307, -309.814811, -309.740200, -309.642479, -309.789797, -309.815265